Here is a cluster of 2 separate species, C12H27N7O5P3 in total at a distorted geometry from OMol25. Energies are from ωB97M-V/def2-TZVPD.

Structure (XYZ):
```
54
C12H27N7O5P3 | OMol25 | ωB97M-V/def2-TZVPD
O -3.177 0.877 -3.188
P 0.995 -2.284 0.108
H 0.887 2.865 -1.810
C -4.983 0.191 1.627
C -0.384 0.663 -0.845
O 4.436 -0.582 2.202
H -0.313 -4.283 1.364
H 4.551 -0.605 4.796
H 0.907 -3.033 -1.131
C -1.104 -3.448 1.565
P -3.168 2.272 -0.209
H -2.078 -3.176 3.331
H 1.997 3.389 -0.426
O -2.287 3.569 -2.953
H 0.035 2.307 0.767
C 3.970 -1.393 4.316
C -6.239 0.344 2.000
C 2.908 1.371 -3.084
H 3.365 2.296 -3.614
H -0.840 1.413 -1.616
H -7.276 0.297 2.521
H 1.330 -0.215 -3.530
H 0.601 1.524 -3.470
H 3.667 0.500 -3.257
C -1.547 -1.239 0.723
C 1.563 2.451 -0.968
H 2.850 0.575 -0.952
N 2.084 -3.096 1.009
H 3.819 2.140 -1.179
H -1.447 3.475 -2.417
C 0.621 1.590 0.068
O -4.834 3.009 -2.707
H 1.634 1.048 -4.927
H 3.081 -1.627 4.902
H 4.572 -2.287 4.155
H -4.495 2.533 0.289
N 3.547 -0.890 2.983
H 1.632 -0.987 -0.080
O 2.344 -0.822 2.763
C 2.836 1.597 -1.485
C -3.521 -0.109 1.102
H 0.257 -0.061 -1.495
N -2.860 -1.380 1.396
N -0.618 -2.216 0.795
N -2.595 0.662 0.279
H 1.321 0.966 0.734
N -1.083 -3.232 3.054
P -3.437 2.380 -2.409
H -2.098 -3.859 1.160
C 1.523 0.903 -3.774
H -2.506 1.053 -3.897
H -0.658 -4.058 3.523
H 1.613 -3.390 1.881
N -1.398 0.011 0.009
```

Values from the calculation:
Molar mass = 442.314 g mol⁻¹
Energy relative to the best compared isomer or geometry (same formula, charge and spin) = 572.9 kJ/mol
Net charge = +1
HOMO level = -11.3 eV
Frontier orbital gap = 7.0 eV
LUMO = -4.33 eV

Here is a cluster of 6 separate species, H12O6 in total at a distorted geometry from OMol25. Energies are from ωB97M-V/def2-TZVPD.

Structure (XYZ):
```
18
H12O6 | OMol25 | ωB97M-V/def2-TZVPD
H -0.729 3.129 -2.873
O -0.576 3.722 -2.128
H 2.087 -0.154 1.481
O 1.478 -0.662 2.029
H 1.364 -5.158 0.005
O -0.614 -1.326 1.003
H 2.964 2.390 -2.719
H -3.954 1.351 1.588
H 1.976 1.327 -2.266
H 0.064 -5.012 0.780
O -3.043 1.655 1.508
H -0.118 3.173 -1.482
H -2.517 0.869 1.694
O 2.030 2.254 -2.526
H 1.010 0.007 2.541
H 0.109 -1.962 0.987
O 0.491 -5.553 0.106
H -0.374 -0.681 0.328
```

Values from the calculation:
SMILES = O.O.O.O.O.O
Molar mass = 108.090 g mol⁻¹
Energy relative to the best compared isomer or geometry (same formula, charge and spin) = 204.9 kJ/mol
HOMO level = -10.9 eV
Frontier orbital gap = 10.6 eV
LUMO = -0.24 eV

Here is a cluster of 5 separate species, C39H44N7OP in total at a distorted geometry from OMol25. Energies are from ωB97M-V/def2-TZVPD.

Structure (XYZ):
```
92
C39H44N7OP | OMol25 | ωB97M-V/def2-TZVPD
P -0.599 -0.982 -0.177
C -3.190 -1.071 2.831
C -6.573 -2.809 -3.912
C -1.488 -5.630 2.822
H -2.367 -4.295 1.373
H -3.009 -1.190 3.967
H 6.471 -0.656 4.476
H -6.133 -1.246 1.200
C 2.290 -0.772 -0.686
C -5.380 -2.682 -4.925
C -5.174 -2.291 -2.116
C -2.069 1.660 -2.558
H -2.141 7.075 -3.900
C 6.324 -0.520 8.275
H -2.255 3.575 -3.819
N -6.531 -2.648 -2.480
H 6.337 -0.484 9.357
H -1.672 1.347 0.149
C 6.394 -0.615 5.557
C -0.591 8.169 -4.924
H -1.252 8.939 -5.303
N -0.325 6.145 -3.646
H -2.484 1.599 -4.749
C -2.500 -1.661 -2.532
H 2.965 -1.443 -1.359
O -1.416 -1.512 -3.444
C -0.871 0.725 0.685
C 0.768 8.190 -5.201
H 1.193 8.985 -5.805
C -3.497 -1.620 -0.027
H 7.266 1.187 3.324
H 2.789 0.280 -0.731
C 5.159 -0.588 6.184
H -3.009 1.731 -1.872
H -1.827 3.821 -1.998
N 7.567 -0.595 6.213
C -2.231 -1.433 -1.011
C 7.508 -0.547 7.555
C 5.128 -0.540 7.571
N -4.052 -2.330 -4.502
H -1.683 -0.707 -5.400
H 0.150 1.273 0.557
C -1.503 -0.351 -4.305
C 0.987 6.189 -3.931
H 4.244 -0.604 5.604
H -5.589 -2.860 -6.047
H 5.269 -0.519 -0.067
N 5.024 1.508 0.178
C 5.532 0.325 0.564
C -0.321 -5.957 3.500
H 6.715 -0.821 1.946
H -0.296 -6.773 4.211
H 2.643 7.169 -4.891
H -5.311 -4.257 1.306
H -1.231 1.120 -1.992
H -0.439 0.131 -4.326
H -0.223 -3.062 1.027
H 1.753 -5.423 3.749
H 0.796 0.346 -1.932
N -7.268 -3.725 2.069
H 4.180 -0.519 8.099
H 6.347 3.406 2.640
C 6.335 0.158 1.680
N 0.860 -4.186 2.371
C -1.086 7.134 -4.146
C -4.911 -2.019 -0.553
H 2.247 -1.210 0.373
C 0.809 -0.672 -1.401
C -3.950 -2.108 -3.073
H -7.905 -2.904 1.933
C 5.332 2.575 0.936
H -0.512 3.182 -3.147
H -3.627 0.509 -3.807
C 1.578 7.183 -4.695
H 4.908 3.517 0.603
C -1.640 3.174 -2.930
H -7.186 -2.076 -0.065
H 1.578 5.378 -3.516
H -7.612 -3.065 -4.367
C -0.285 -3.892 1.728
C 6.130 2.512 2.067
H 8.469 -0.530 8.060
H -1.101 0.585 1.808
C -2.524 0.809 -3.889
H 0.846 -1.471 -2.249
C 6.638 1.277 2.443
C -1.474 -4.577 1.918
C -3.353 -1.401 1.566
H -2.400 -6.192 2.998
C -6.147 -2.146 0.460
C 0.817 -5.209 3.243
C -6.175 -3.503 1.334
```

Values from the calculation:
SMILES = [H]/N=C\Cc1c(C#C)c(P(C)CC)c(OCCCC)c2nccnc12.c1ccncc1.c1ccncc1.c1ccncc1.c1ccncc1
Molar mass = 657.803 g mol⁻¹
HOMO level = -7.8 eV
Frontier orbital gap = 6.6 eV
LUMO = -1.17 eV

Here is the molecule C3H9N3S at a distorted geometry from OMol25. Energies are from ωB97M-V/def2-TZVPD.

Structure (XYZ):
```
16
C3H9N3S | OMol25 | ωB97M-V/def2-TZVPD
C 0.410 -0.068 -1.628
H 0.265 -0.428 -2.677
H 0.886 0.977 -1.784
N 1.586 -0.752 -1.032
H 1.787 -0.339 -0.059
H -1.851 0.208 -1.502
N -0.031 0.673 1.234
H 1.539 -1.781 -0.763
H 0.471 1.662 1.418
H -1.437 1.700 -0.003
N -1.010 0.765 0.257
S -1.007 -1.485 2.553
H -1.123 -1.134 -0.577
H 0.562 0.193 3.146
C -0.931 -0.071 -0.891
C -0.116 -0.119 2.308
```

Values from the calculation:
SMILES = NCCNNC=S
Molar mass = 119.193 g mol⁻¹
Energy relative to the best compared isomer or geometry (same formula, charge and spin) = 253.3 kJ/mol
HOMO level = -8.4 eV
Frontier orbital gap = 8.8 eV
LUMO = 0.45 eV